# 1
{
  "formula": "C38H51Cl3N2O3PdS3Si2Te",
  "method": "wB97M-V/def2-TZVPD",
  "homo_lumo_gap_ev": [8.3314, 5.5429],
  "charge": 2,
  "multiplicity": 3,
  "species": ["Pd", "C", "Si", "C", "C", "C", "Te", "C", "Si", "C", "C", "C", "H", "H", "H", "H", "H", "H", "H", "H", "H", "H", "H", "H", "H", "H", "H", "H", "H", "H", "H", "H", "H", "H", "Cl", "C", "C", "C", "C", "C", "C", "N", "C", "C", "N", "C", "O", "C", "C", "C", "Cl", "S", "C", "C", "C", "Cl", "C", "H", "H", "H", "H", "H", "H", "H", "H", "H", "H", "H", "H", "H", "O", "S", "C", "C", "C", "C", "C", "C", "C", "C", "C", "C", "C", "C", "H", "H", "H", "H", "H", "H", "H", "H", "H", "H", "C", "S", "C", "O", "H", "H", "H", "H", "H", "H"],
  "positions_angstrom": [[0.359, 0.405, 0.184], [5.907, 1.333, -2.763], [5.354, -0.435, -2.539], [4.537, -1.090, -4.083], [6.744, -1.525, -1.955], [4.022, -0.505, -1.170], [2.434, 0.856, -1.479], [3.258, 2.400, -0.275], [2.099, 3.865, 0.072], [1.229, 4.377, -1.492], [0.883, 3.197, 1.352], [3.116, 5.245, 0.787], [6.634, 1.384, -3.575], [6.397, 1.724, -1.869], [5.091, 2.008, -3.034], [5.197, -0.994, -4.946], [3.620, -0.546, -4.325], [4.285, -2.147, -3.979], [7.535, -1.577, -2.704], [6.403, -2.544, -1.766], [7.188, -1.140, -1.036], [4.416, -0.298, -0.174], [3.594, -1.508, -1.165], [4.178, 2.692, -0.785], [3.532, 1.911, 0.663], [0.650, 3.566, -1.938], [1.946, 4.732, -2.234], [0.539, 5.198, -1.290], [0.729, 2.104, 1.230], [-0.103, 3.661, 1.314], [1.272, 3.296, 2.367], [3.877, 5.582, 0.083], [3.618, 4.941, 1.707], [2.486, 6.104, 1.023], [0.385, -9.891, 1.292], [0.291, -8.560, 0.199], [-0.208, -7.345, 0.637], [-0.254, -6.282, -0.248], [0.184, -6.395, -1.565], [0.159, -5.235, -2.531], [-1.097, -4.351, -2.489], [-1.083, -3.289, -1.482], [-1.866, -3.204, -0.357], [-1.503, -2.060, 0.280], [-0.516, -1.438, -0.453], [-0.287, -2.209, -1.498], [1.301, -4.373, -2.515], [2.003, -4.164, -1.298], [3.057, -5.184, -0.995], [3.370, -5.623, 0.256], [2.612, -5.137, 1.728], [4.664, -6.741, 0.283], [4.817, -6.635, -1.417], [3.919, -5.775, -1.964], [0.653, -7.645, -1.974], [1.157, -7.920, -3.612], [0.715, -8.724, -1.109], [-0.541, -7.234, 1.658], [-0.615, -5.332, 0.118], [0.155, -5.658, -3.537], [-1.987, -4.956, -2.320], [-1.204, -3.862, -3.457], [-2.617, -3.940, -0.132], [-1.913, -1.623, 1.174], [0.407, -2.012, -2.297], [1.327, -4.054, -0.444], [2.486, -3.196, -1.454], [5.566, -7.221, -1.924], [3.845, -5.577, -3.022], [1.084, -9.679, -1.453], [-0.651, 1.522, -1.489], [-1.917, 1.887, -0.690], [-2.582, 3.331, -1.470], [-3.282, 4.223, -0.674], [-3.833, 5.350, -1.267], [-3.659, 5.572, -2.624], [-2.937, 4.674, -3.403], [-2.392, 3.538, -2.829], [-3.115, 0.646, -1.128], [-2.973, -0.074, -2.305], [-3.919, -1.041, -2.605], [-4.984, -1.270, -1.741], [-5.109, -0.539, -0.568], [-4.163, 0.425, -0.249], [-3.396, 4.049, 0.389], [-4.387, 6.058, -0.666], [-4.083, 6.455, -3.082], [-2.801, 4.862, -4.459], [-1.821, 2.834, -3.419], [-2.135, 0.118, -2.961], [-3.838, -1.608, -3.523], [-5.724, -2.018, -1.987], [-5.941, -0.719, 0.099], [-4.246, 0.995, 0.669], [-0.043, -1.232, 4.540], [0.861, -1.542, 3.035], [2.518, -1.382, 3.674], [0.644, -0.270, 2.222], [0.202, -2.014, 5.259], [-1.104, -1.272, 4.307], [0.229, -0.250, 4.921], [2.691, -2.177, 4.399], [2.628, -0.402, 4.135], [3.205, -1.501, 2.839]],
  "forces_ev_per_a": [[0.063, -0.374, -0.273], [0.009, 0.005, -0.018], [0.023, 0.019, -0.023], [-0.041, 0.021, 0.004], [-0.018, 0.016, -0.002], [-0.062, -0.056, 0.163], [0.000, 0.105, -0.103], [0.073, -0.095, -0.008], [-0.096, 0.001, 0.016], [0.032, -0.028, -0.027], [0.022, -0.116, -0.086], [-0.003, -0.036, 0.009], [0.026, 0.007, -0.006], [-0.001, 0.005, 0.027], [-0.026, -0.014, -0.008], [0.038, -0.009, -0.007], [0.002, 0.011, -0.002], [-0.013, -0.025, 0.008], [0.025, 0.007, -0.037], [-0.022, -0.025, 0.005], [0.012, 0.002, 0.022], [0.037, -0.018, -0.007], [-0.026, -0.023, 0.058], [-0.011, 0.058, -0.011], [0.046, 0.037, -0.006], [0.004, -0.009, 0.012], [0.022, 0.018, -0.023], [-0.014, 0.027, 0.017], [0.026, 0.248, 0.146], [0.007, 0.044, -0.003], [-0.003, 0.031, 0.004], [0.014, 0.004, -0.025], [0.020, -0.006, 0.020], [-0.030, 0.028, 0.016], [-0.009, 0.013, -0.014], [0.021, -0.052, 0.026], [0.031, 0.025, -0.032], [0.090, -0.007, 0.048], [0.089, 0.047, -0.036], [-0.077, 0.083, -0.032], [-0.177, 0.047, -0.034], [0.080, -0.011, 0.126], [-0.062, 0.013, -0.028], [-0.056, 0.044, -0.043], [0.077, -0.274, 0.087], [-0.115, 0.240, -0.200], [0.188, -0.187, -0.124], [-0.077, 0.060, 0.048], [-0.047, -0.057, 0.020], [-0.098, 0.061, 0.094], [-0.021, 0.015, -0.022], [-0.013, -0.018, -0.032], [0.009, 0.010, -0.013], [-0.037, -0.066, -0.008], [-0.008, -0.020, -0.046], [0.095, 0.028, 0.030], [-0.013, 0.044, 0.029], [-0.004, 0.002, 0.023], [-0.033, 0.036, 0.017], [0.023, 0.024, 0.075], [-0.006, 0.002, -0.010], [0.028, -0.033, -0.002], [-0.009, -0.022, 0.032], [0.022, -0.023, 0.037], [0.033, -0.012, 0.034], [0.056, -0.061, -0.012], [0.006, 0.057, 0.062], [0.024, -0.019, -0.024], [-0.018, -0.008, -0.068], [0.006, -0.008, 0.000], [-0.058, -0.029, 0.436], [-0.215, 0.117, -0.176], [0.071, -0.038, -0.064], [-0.001, 0.024, 0.009], [-0.001, 0.022, -0.001], [-0.009, 0.010, 0.018], [0.017, -0.014, -0.016], [-0.027, 0.025, -0.002], [0.026, 0.032, -0.051], [-0.013, -0.015, 0.009], [0.007, -0.003, -0.008], [-0.011, 0.003, 0.018], [-0.006, -0.007, 0.002], [-0.028, -0.032, -0.011], [-0.001, -0.015, 0.013], [-0.008, 0.006, 0.009], [-0.006, 0.011, -0.006], [0.003, -0.001, -0.016], [0.007, -0.019, -0.004], [0.011, 0.011, -0.005], [0.007, -0.002, -0.015], [-0.010, -0.009, -0.004], [-0.008, -0.001, 0.010], [0.003, 0.015, 0.009], [0.026, -0.003, 0.020], [0.032, -0.121, -0.141], [-0.015, -0.012, 0.040], [0.066, 0.239, 0.091], [0.000, -0.017, 0.010], [-0.008, 0.006, -0.019], [0.008, 0.006, 0.003], [0.007, -0.023, 0.006], [0.003, 0.009, 0.002], [0.000, -0.007, -0.027]],
  "lowdin_charge": [0.646, -0.183, 0.401, -0.172, -0.164, -0.545, 1.434, -0.527, 0.421, -0.171, -0.157, -0.166, 0.046, 0.041, 0.022, 0.045, 0.023, 0.034, 0.045, 0.034, 0.041, 0.020, -0.017, 0.012, 0.026, -0.003, 0.048, 0.048, -0.048, 0.039, 0.052, 0.044, 0.041, 0.045, 0.723, -0.654, -0.094, -0.040, -0.191, -0.269, -0.030, -0.035, -0.044, -0.121, -0.036, -0.151, -0.096, -0.173, -0.320, -0.967, 0.655, 1.031, -0.385, -0.134, -0.567, 0.759, -0.109, 0.112, 0.095, 0.113, 0.146, 0.140, 0.138, 0.110, 0.148, 0.096, 0.106, 0.077, 0.119, 0.114, -0.660, 1.011, -0.390, -0.076, -0.052, -0.045, -0.045, -0.063, -0.396, -0.076, -0.058, -0.055, -0.055, -0.079, 0.113, 0.117, 0.118, 0.118, 0.116, 0.113, 0.115, 0.116, 0.117, 0.116, -0.229, 0.874, -0.234, -0.657, 0.073, 0.060, 0.073, 0.072, 0.072, 0.055]
}

=====

# 2
{
  "formula": "C38H52BrCaN4OPSi",
  "method": "wB97M-V/def2-TZVPD",
  "homo_lumo_gap_ev": 9.4585,
  "charge": 2,
  "multiplicity": 1,
  "species": ["Ca", "N", "C", "C", "C", "C", "C", "N", "H", "H", "H", "H", "H", "H", "O", "P", "C", "C", "C", "C", "C", "C", "C", "C", "C", "C", "C", "C", "C", "C", "C", "C", "C", "C", "H", "H", "H", "H", "H", "H", "H", "H", "H", "H", "H", "H", "H", "H", "H", "N", "C", "C", "N", "C", "H", "H", "H", "H", "C", "C", "C", "C", "Si", "Br", "C", "C", "C", "C", "C", "C", "C", "C", "H", "H", "H", "H", "H", "H", "H", "H", "H", "H", "H", "H", "H", "H", "H", "H", "H", "H", "H", "H", "H", "H", "H", "H", "H", "H", "H"],
  "positions_angstrom": [[-0.105, 1.103, 0.770], [3.084, 2.151, 1.427], [3.144, 0.912, 0.840], [4.388, 0.355, 0.515], [4.428, -0.860, -0.117], [3.235, -1.524, -0.412], [2.061, -0.923, -0.055], [1.990, 0.283, 0.554], [3.937, 2.534, 1.796], [2.247, 2.421, 1.912], [5.296, 0.883, 0.773], [5.378, -1.307, -0.379], [3.233, -2.487, -0.901], [1.112, -1.420, -0.237], [-0.602, 0.214, 2.536], [-1.694, 0.023, 3.580], [-0.981, -0.269, 5.191], [0.314, 0.195, 5.424], [0.855, 0.120, 6.698], [0.104, -0.410, 7.739], [-1.177, -0.893, 7.505], [-1.725, -0.821, 6.234], [-2.828, -1.305, 3.194], [-4.055, -1.044, 2.583], [-4.950, -2.080, 2.362], [-4.630, -3.373, 2.758], [-3.397, -3.644, 3.340], [-2.497, -2.613, 3.559], [-2.684, 1.524, 3.699], [-2.387, 2.610, 2.876], [-3.140, 3.772, 2.950], [-4.187, 3.854, 3.856], [-4.480, 2.781, 4.688], [-3.733, 1.617, 4.612], [0.894, 0.597, 4.603], [1.859, 0.477, 6.883], [0.520, -0.455, 8.737], [-1.752, -1.325, 8.315], [-2.720, -1.210, 6.048], [-4.319, -0.030, 2.308], [-5.914, -1.874, 1.914], [-5.350, -4.170, 2.627], [-3.146, -4.653, 3.638], [-1.545, -2.817, 4.036], [-1.548, 2.546, 2.189], [-2.909, 4.614, 2.310], [-4.770, 4.764, 3.919], [-5.294, 2.850, 5.398], [-3.964, 0.785, 5.268], [-3.523, -1.050, -0.907], [-4.082, 0.201, -0.825], [-3.065, 1.037, -0.491], [-1.888, 0.311, -0.374], [-2.216, -0.945, -0.625], [-4.010, -1.897, -1.151], [-5.128, 0.383, -1.005], [-3.090, 2.105, -0.351], [-1.539, -1.785, -0.626], [2.067, 7.496, -2.317], [1.639, 6.047, -2.006], [1.146, 5.388, -3.306], [2.871, 5.245, -1.550], [0.285, 6.135, -0.669], [0.038, 3.533, -0.291], [0.809, 6.611, 1.104], [-0.275, 6.247, 2.130], [2.107, 5.907, 1.533], [1.056, 8.134, 1.178], [-1.520, 6.514, -1.164], [-1.695, 8.045, -1.224], [-2.549, 5.939, -0.176], [-1.862, 5.932, -2.547], [2.825, 7.480, -3.105], [2.499, 7.995, -1.448], [1.229, 8.101, -2.676], [2.009, 5.235, -3.960], [0.443, 6.013, -3.848], [0.687, 4.414, -3.125], [3.549, 5.153, -2.403], [2.605, 4.238, -1.224], [3.420, 5.738, -0.753], [-0.597, 5.207, 2.040], [-1.144, 6.897, 2.048], [0.134, 6.386, 3.135], [2.056, 4.826, 1.389], [2.278, 6.112, 2.594], [2.969, 6.291, 0.993], [0.184, 8.716, 0.880], [1.897, 8.440, 0.554], [1.297, 8.400, 2.210], [-1.518, 8.520, -0.258], [-2.722, 8.273, -1.521], [-1.028, 8.505, -1.958], [-2.535, 6.451, 0.783], [-2.398, 4.871, -0.012], [-3.546, 6.076, -0.603], [-1.353, 6.462, -3.348], [-2.936, 6.045, -2.716], [-1.619, 4.869, -2.617]],
  "forces_ev_per_a": [[0.227, 0.445, -0.756], [-0.072, -0.209, -0.119], [-0.106, -0.063, -0.058], [0.103, -0.013, 0.005], [0.018, 0.009, 0.004], [-0.060, -0.206, -0.109], [0.053, 0.133, 0.140], [1.270, -0.149, -0.048], [-0.014, 0.025, 0.033], [0.050, 0.073, 0.082], [-0.013, 0.005, -0.027], [-0.010, 0.023, 0.015], [-0.007, 0.016, 0.018], [0.017, 0.025, -0.045], [-0.459, -0.538, 1.440], [-0.162, 0.029, 0.262], [0.046, -0.019, 0.005], [-0.028, -0.069, 0.042], [-0.031, 0.020, 0.003], [0.010, -0.023, -0.025], [-0.053, 0.019, -0.007], [0.040, -0.005, -0.072], [-0.001, -0.102, 0.135], [0.048, 0.000, 0.021], [-0.032, -0.019, 0.010], [0.033, 0.022, -0.028], [0.006, 0.007, -0.032], [0.005, 0.033, -0.046], [0.156, 0.089, -0.178], [-0.098, -0.226, 0.158], [0.032, 0.006, -0.028], [0.027, 0.006, -0.012], [-0.049, -0.027, 0.029], [0.037, 0.040, -0.022], [0.019, 0.028, 0.014], [-0.008, -0.006, -0.008], [0.012, -0.019, -0.023], [0.010, 0.007, -0.005], [0.009, 0.015, 0.055], [-0.025, -0.009, -0.002], [0.010, 0.002, 0.010], [0.030, 0.004, -0.037], [-0.007, 0.010, 0.012], [-0.025, -0.022, 0.008], [-0.165, 0.245, 0.078], [0.017, -0.018, 0.008], [-0.015, -0.025, 0.010], [0.024, 0.011, -0.012], [-0.019, 0.017, -0.018], [-0.032, 0.028, -0.021], [-0.042, 0.022, 0.026], [0.137, -0.059, -0.062], [-0.947, -0.542, -0.455], [-0.019, 0.174, -0.057], [0.034, -0.030, 0.021], [0.046, -0.020, -0.031], [-0.006, -0.013, 0.010], [-0.061, -0.026, 0.011], [-0.113, -0.014, 0.077], [-0.004, -0.038, -0.063], [0.015, 0.035, 0.050], [-0.027, 0.070, 0.017], [-0.049, -0.894, 0.234], [0.035, 1.461, -0.473], [0.062, 0.016, 0.034], [0.013, 0.073, -0.016], [-0.053, 0.079, -0.021], [0.006, -0.035, -0.119], [-0.037, -0.032, -0.116], [0.123, -0.011, 0.040], [0.036, 0.051, 0.005], [0.029, 0.007, 0.077], [-0.019, 0.022, 0.015], [0.040, -0.005, -0.066], [0.063, 0.007, -0.028], [-0.010, 0.000, 0.020], [0.014, -0.026, -0.028], [0.024, 0.008, -0.060], [-0.016, 0.020, 0.022], [0.066, 0.015, -0.004], [0.038, -0.024, -0.042], [-0.017, 0.030, 0.039], [0.007, -0.022, 0.034], [-0.005, 0.005, -0.030], [0.058, 0.014, 0.012], [-0.023, -0.017, -0.016], [0.021, -0.023, 0.060], [0.035, 0.015, 0.068], [-0.021, 0.023, 0.055], [-0.005, 0.004, -0.022], [-0.082, 0.001, -0.036], [0.033, -0.001, -0.017], [-0.050, 0.012, 0.024], [-0.034, -0.028, -0.011], [-0.059, 0.024, 0.008], [0.024, 0.017, 0.011], [-0.045, -0.017, -0.015], [0.023, 0.011, 0.009], [-0.050, 0.034, -0.051]],
  "lowdin_charge": [1.070, 0.146, -0.367, 0.001, -0.028, -0.051, -0.136, -0.069, 0.113, 0.070, 0.123, 0.126, 0.116, 0.106, -0.552, 0.842, -0.283, -0.067, -0.057, -0.049, -0.051, -0.078, -0.281, -0.084, -0.067, -0.051, -0.052, -0.071, -0.271, -0.081, -0.056, -0.044, -0.043, -0.060, 0.098, 0.113, 0.117, 0.117, 0.110, 0.105, 0.113, 0.117, 0.117, 0.119, 0.036, 0.083, 0.118, 0.119, 0.114, 0.093, -0.064, -0.134, -0.107, -0.171, 0.169, 0.129, 0.099, 0.135, -0.067, -0.628, -0.098, -0.104, 0.806, 0.392, -0.620, -0.102, -0.101, -0.066, -0.621, -0.068, -0.117, -0.094, 0.102, 0.071, 0.080, 0.095, 0.066, 0.061, 0.095, 0.039, 0.061, 0.037, 0.074, 0.097, 0.033, 0.095, 0.068, 0.069, 0.074, 0.101, 0.068, 0.101, 0.082, 0.058, 0.023, 0.097, 0.071, 0.095, 0.068]
}

=====

ΔE to the lowest compared entry with this formula, charge and spin
In order: 0.0, 0.0
Unit: kJ/mol
Total energy
In order: -145944.9641, -153900.1963
Unit: eV
Strongest force on any atom
In order: 0.0091, 0.0312
Unit: Eh/bohr